Computed, not measured: a cluster of 2 separate species, C3HNO7 in total in a non-equilibrium geometry, with ωB97M-V/def2-TZVPD.

Each line ends with the Mulliken charge.
Atoms and positions in Å:
1 C -0.654 1.267 -0.458  0.619
2 C -2.075 -0.652 0.473  0.549
3 C -0.897 -0.276 -0.439  0.469
4 N 2.738 -0.876 -0.267  0.136
5 O -1.367 2.186 -0.876  -0.671
6 O -1.945 -0.346 1.692  -0.726
7 O 0.431 1.658 0.249  -0.424
8 O -3.058 -1.161 -0.136  -0.712
9 O 3.734 -1.608 0.022  -0.509
10 O 2.543 0.151 0.478  -0.591
11 O -0.471 -1.218 -1.102  -0.544
12 H 1.021 0.874 0.362  0.405

The LUMO energy comes out at 6.47 eV. Its total charge is -2. The frontier orbital gap comes out at 7.836 eV. The HOMO energy is -1.4 eV.


Computed, not measured: an isolated molecule of C3HNS in a non-equilibrium geometry, with ωB97M-V/def2-TZVPD.

Each line ends with the Mulliken charge.
Atoms and positions in Å:
1 C -1.224 0.201 -0.436  0.273
2 C 1.095 0.165 0.374  0.121
3 C 0.042 -0.508 0.014  -0.095
4 N -2.201 0.741 -0.788  -0.352
5 S 2.330 0.982 0.832  -0.277
6 H -0.043 -1.581 0.003  0.330

The LUMO energy comes out at -1.16 eV. Its total charge is 0. The frontier orbital gap comes out at 8.328 eV. The HOMO energy is -9.5 eV. Its SMILES is N#CC=C=S.


Computed, not measured: a structure of composition C3HO3Yb in a non-equilibrium geometry, with ωB97M-V/def2-TZVPD.

Each line ends with the Mulliken charge.
Atoms and positions in Å:
1 C 1.458 0.207 0.494  0.223
2 C 0.992 -0.038 1.611  0.027
3 O 1.498 0.555 -0.809  -0.501
4 H 1.999 1.366 -0.975  0.387
5 O -1.586 -0.784 1.784  -0.156
6 C -2.010 -0.795 0.670  0.692
7 O -1.861 -0.374 -0.435  -0.432
8 Yb -0.490 -0.135 -2.341  1.761

The LUMO energy (spin up / spin down) comes out at -10.38 / -10.40 eV. Its total charge is +2. The frontier orbital gap (spin up / spin down) comes out at 8.267 / 7.732 eV. The HOMO energy (spin up / spin down) is -18.6 / -18.1 eV. Its spin multiplicity is 2.


Computed, not measured: a structure of composition C3HO4 in a non-equilibrium geometry, with ωB97M-V/def2-TZVPD.

Each line ends with the Mulliken charge.
Atoms and positions in Å:
1 C -1.513 -0.419 -0.092  0.540
2 C 1.354 0.626 -0.324  0.700
3 C 0.430 -0.333 0.111  -0.259
4 O 0.797 0.976 0.796  -0.327
5 O -1.732 0.149 0.947  -0.528
6 O 2.123 1.173 -1.102  -0.652
7 O -2.152 -0.890 -1.027  -0.624
8 H 0.693 -1.281 0.691  0.150

The LUMO energy comes out at 4.12 eV. Its total charge is -1. The frontier orbital gap comes out at 8.442 eV. The HOMO energy is -4.3 eV.